ORCA calculation (ωB97M-V/def2-TZVPD) on a cluster of 2 separate species, C4H11N2 in total in a non-equilibrium geometry.

## Properties
**Net charge**: +1
**Maximum force**: 2.16 eV Å⁻¹
**Kohn-Sham gap (alpha / beta)**: 7.1 / 7.1 eV
**E_tot**: -268.1940 a.u.
**E_HOMO (alpha / beta)**: -13.480 / -13.480 eV
**ΔE to the lowest compared entry with this formula, charge and spin**: 3.017 eV

Cartesian coordinates (Å):
N1 -0.51837 -0.04672 0.38807
N2 -1.06543 1.98573 -0.48230
C1 1.92260 -2.06554 -0.76055
C2 -1.71339 1.54076 1.80170
C3 1.21535 -1.07747 -1.51037
C4 -1.06452 1.10401 0.51738
H1 -2.52285 2.23846 1.60253
H2 -0.96655 2.03582 2.42085
H3 1.61823 -0.09184 -1.67567
H4 2.92219 -1.76570 -0.45206
H5 1.93830 -3.01429 -1.31660
H6 -0.65020 1.75392 -1.36803
H7 -2.10517 0.68855 2.35157
H8 0.28179 -1.33001 -1.98734
H9 1.34189 -2.35581 0.12820
H10 -1.52106 2.87605 -0.38811
H11 -0.52642 -0.66544 1.18433

Atoms 1-2, force components in eV/Å:
1.315 -0.851 -1.480
0.020 0.368 -0.386

=====

ORCA calculation (ωB97M-V/def2-TZVPD) on a structure of composition C27H32F3N7Re.

## Properties
**Spin multiplicity**: 2
**Net charge**: +2
**Maximum force**: 0.66 eV Å⁻¹
**Kohn-Sham gap (alpha / beta)**: 6.3 / 7.0 eV
**E_tot**: -1808.7891 a.u.
**E_HOMO (alpha / beta)**: -14.345 / -14.366 eV
**ΔE to the lowest compared entry with this formula, charge and spin**: 0.000 eV

Cartesian coordinates (Å):
Re1 -0.07475 0.45785 0.46952
F1 -1.79979 -1.14668 -1.26100
F2 -0.93845 -2.19146 0.44733
F3 0.24937 -1.85038 -1.34159
N1 -0.88489 1.79099 -0.67660
N2 1.97616 0.11540 0.07112
N3 2.42069 -0.18525 5.85296
N4 0.66528 -0.31917 2.27581
N5 0.54182 -0.61297 4.62389
N6 2.63744 -0.14546 3.57423
N7 -1.27758 -1.06177 3.31200
C1 -3.87212 4.52058 0.88389
C2 2.58722 0.14491 -1.11831
C3 -2.89387 2.29816 2.51481
C4 2.01309 -0.16148 2.44313
C5 -0.00755 -0.66185 3.43013
C6 -2.49787 3.74267 2.82467
C7 3.96396 0.04385 -1.24745
C8 -4.27280 3.07348 0.58363
C9 -1.02176 3.33350 -2.61652
C10 -0.69692 2.09804 -2.03387
C11 -4.28164 2.25466 1.87475
C12 -2.48238 4.55445 1.52788
C13 -0.24386 2.53822 -4.73975
C14 4.74973 -0.08547 -0.11861
C15 -0.67191 -1.26872 -0.53701
C16 2.75155 -0.03155 1.17404
C17 -1.15116 4.88455 -4.57549
C18 0.61062 0.18478 -5.05904
C19 4.12503 -0.12504 1.12089
C20 -3.27747 2.45699 -0.40427
C21 -0.17762 1.08096 -2.85556
C22 1.84161 -0.30929 4.67623
C23 -1.85192 1.75419 1.52040
C24 -1.44950 3.97572 0.54691
C25 0.05987 1.28607 -4.20189
C26 -0.79326 3.56028 -3.96699
C27 -1.86135 2.53556 0.18696
H1 -3.21799 4.16653 3.52616
H2 -2.05672 0.66103 1.33892
H3 -2.19978 5.58578 1.74649
H4 -3.87765 5.11311 -0.03454
H5 0.33159 0.32007 -6.10177
H6 4.39889 0.06730 -2.23610
H7 4.67583 -0.23822 2.04315
H8 -3.52570 1.40869 -0.59876
H9 -0.86279 4.92835 -5.62305
H10 -0.04846 0.08727 -2.45394
H11 -1.51795 3.77792 3.31068
H12 -0.45136 3.96125 0.99856
H13 5.82502 -0.16115 -0.19584
H14 -3.31954 2.97664 -1.35800
H15 -1.58303 -1.47168 2.44098
H16 -0.65347 5.70133 -4.05232
H17 -4.57958 1.22292 1.66900
H18 3.40764 0.00475 5.91104
H19 1.96165 0.26562 -1.98676
H20 -2.86792 1.68652 3.41853
H21 1.88455 -0.32752 6.69393
H22 -2.22653 5.05713 -4.51547
H23 0.24705 -0.78877 -4.73268
H24 -5.01003 2.66356 2.57700
H25 -4.60106 4.97448 1.55741
H26 -5.26451 3.04920 0.12934
H27 -1.72702 -1.38180 4.15746
H28 1.70152 0.17213 -5.01555
H29 -0.88670 1.91499 2.04770
H30 -1.45215 4.13242 -2.04327
H31 -0.07406 2.71225 -5.79525
H32 -1.38896 4.61833 -0.32516

Atoms 1-2, force components in eV/Å:
-0.614 -0.160 0.190
0.155 -0.057 0.106

=====

ORCA calculation (ωB97M-V/def2-TZVPD) on a cluster of 3 separate species, C2H7OS2 in total in a non-equilibrium geometry.

## Properties
**Net charge**: -1
**Maximum force**: 5.95 eV Å⁻¹
**Kohn-Sham gap**: 6.1 eV
**E_tot**: -951.9785 a.u.
**E_HOMO**: -2.480 eV
**ΔE to the lowest compared entry with this formula, charge and spin**: 2.240 eV

Cartesian coordinates (Å):
S1 0.87851 1.00177 -0.69751
S2 1.35389 -0.78924 0.23744
O1 -3.58804 0.17118 -0.41886
C1 -2.28891 0.34799 -0.39444
C2 1.14304 -0.50548 2.04094
H1 1.41884 0.51258 2.41773
H2 0.11140 -1.90004 -2.82061
H3 -1.64877 -0.12199 -1.16859
H4 0.12658 -0.71173 2.15225
H5 -1.81863 0.79904 0.54718
H6 -0.16817 -1.22232 -2.80910
H7 1.83975 -1.18051 2.51417

Atoms 1-2, force components in eV/Å:
0.196 0.009 0.151
0.327 0.448 -0.139

=====

ORCA calculation (ωB97M-V/def2-TZVPD) on a cluster of 6 separate species, H12O6 in total in a non-equilibrium geometry.

## Properties
**Maximum force**: 3.79 eV Å⁻¹
**SMILES string**: O.O.O.O.O.O
**Kohn-Sham gap**: 8.9 eV
**E_tot**: -458.5443 a.u.
**E_HOMO**: -9.415 eV
**ΔE to the lowest compared entry with this formula, charge and spin**: 3.487 eV

Cartesian coordinates (Å):
O1 -2.72395 -0.20389 1.03506
O2 0.61222 3.33274 -0.51518
O3 -0.97076 0.79461 1.82745
O4 -2.83387 -1.93342 -1.23807
O5 3.33003 -2.61764 0.80865
O6 2.37669 0.65951 -0.69074
H1 1.29745 2.68788 -0.31686
H2 -3.15441 0.37464 0.32522
H3 1.93559 0.48174 0.11643
H4 -1.87757 -0.45018 0.60924
H5 -1.91495 -1.82263 -1.56596
H6 3.53415 -2.80834 -0.05692
H7 2.57122 -2.08303 0.59706
H8 0.35989 3.28611 -1.38550
H9 -3.38702 -2.07022 -1.97741
H10 2.03727 0.01362 -1.38713
H11 -1.04470 1.56600 2.45687
H12 -0.14728 0.79249 1.35779

Atoms 1-2, force components in eV/Å:
-2.207 0.060 -2.746
0.652 0.484 3.702

=====

ORCA calculation (ωB97M-V/def2-TZVPD) on a structure of composition C23H43BeBr3F2I2N2O6P in a non-equilibrium geometry.

## Properties
**Net charge**: -1
**Maximum force**: 5.39 eV Å⁻¹
**Kohn-Sham gap**: 1.2 eV
**E_tot**: -10335.6471 a.u.
**E_HOMO**: -4.444 eV

Cartesian coordinates (Å):
I1 -2.83582 -0.94399 -0.47715
I2 1.60326 1.91329 -0.15735
Br1 6.51792 5.32797 -3.40274
Br2 6.01732 1.67280 -3.78319
Br3 6.98535 4.12970 -1.17737
P1 0.60088 -1.49018 -1.01257
F1 -2.72291 2.59271 -5.82884
F2 -0.06559 -4.75585 5.50295
O1 2.85801 -7.24086 0.71771
O2 -5.16075 -2.11006 0.18626
O3 -1.57402 -1.59169 4.59210
O4 8.62334 7.87433 0.52373
O5 -5.69299 0.02165 0.27462
O6 3.50261 -1.04730 -0.58835
N1 -5.89352 -1.15382 0.51236
N2 -4.69689 -0.77097 -1.95309
C1 -4.99322 -0.61450 -4.60157
C2 2.92869 -6.02077 -0.00340
C3 -7.10458 -1.47847 1.26377
C4 8.49538 6.29494 2.34459
C5 -5.34986 1.90279 -4.47838
C6 -4.54070 0.76795 -5.08784
C7 3.37356 -2.39259 -1.22651
C8 6.66501 2.20514 -1.04044
C9 8.37906 7.74590 1.91941
C10 -4.83125 -0.70695 -3.11853
C11 -9.13939 -0.77424 2.32462
C12 3.97497 -1.11737 -2.11187
C13 -7.97780 -0.45827 1.63103
C14 -1.56685 2.22553 0.18131
C15 -0.75668 -0.19428 -0.51311
C16 1.79535 -2.84067 -1.66203
C17 -9.41879 -2.09790 2.64956
C18 -0.44971 1.13911 -0.18787
C19 -0.55713 -1.06688 5.43978
C20 -8.53617 -3.11063 2.28804
C21 -7.37346 -2.80420 1.59172
C22 0.71591 -1.86018 5.26127
C23 7.19403 1.46418 -2.24486
Be1 -2.70032 0.01695 1.84324
H1 -5.23479 1.94271 -3.39053
H2 -3.48465 0.92037 -4.84996
H3 9.11313 8.35844 2.44620
H4 0.53707 -2.91345 5.50739
H5 -4.39290 -1.39578 -5.07448
H6 3.07187 -7.94966 0.10104
H7 -4.63174 0.81001 -6.17491
H8 1.60198 -3.79992 -1.09166
H9 4.12830 -3.24873 -0.92837
H10 -10.32968 -2.34155 3.18658
H11 -1.18417 3.05145 0.85019
H12 -6.41669 1.79416 -4.70838
H13 0.84556 -1.83651 0.35186
H14 -0.90378 -1.11141 6.47748
H15 5.06152 -0.83859 -1.95901
H16 -7.77071 0.57615 1.38342
H17 7.19547 1.89646 -0.13733
H18 2.20657 -6.03551 -0.82432
H19 2.69061 -5.19858 0.67159
H20 -1.70869 -2.51915 4.84165
H21 5.59415 2.07271 -0.89112
H22 -6.04211 -0.79142 -4.85815
H23 7.96652 7.33933 0.06141
H24 7.21883 0.39119 -2.05128
H25 9.48988 5.90618 2.11270
H26 -8.75715 -4.13997 2.54633
H27 -2.48731 1.75800 0.65515
H28 1.51453 -1.47297 5.90113
H29 7.77582 5.67401 1.80299
H30 -1.85631 2.70796 -0.81479
H31 8.31538 6.18667 3.41687
H32 -5.00925 2.85964 -4.87706
H33 8.18447 1.79564 -2.55456
H34 1.31329 -0.52908 -1.79256
H35 3.93982 -5.88339 -0.39806
H36 1.80599 -2.95083 -2.78787
H37 7.38067 8.13804 2.13907
H38 -0.46892 -2.21581 -1.67817
H39 1.04983 -1.82379 4.22009
H40 3.31093 -0.22763 -2.31846
H41 -6.69484 -3.60176 1.31275
H42 -9.82982 0.01135 2.61003
H43 -0.40093 -0.01728 5.17412

Atoms 1-2, force components in eV/Å:
3.457 1.095 1.535
-1.389 -0.505 -0.075

=====

Copy entry 4 word for word.
ORCA calculation (ωB97M-V/def2-TZVPD) on a cluster of 6 separate species, H12O6 in total in a non-equilibrium geometry.

## Properties
**Maximum force**: 3.79 eV Å⁻¹
**SMILES string**: O.O.O.O.O.O
**Kohn-Sham gap**: 8.9 eV
**E_tot**: -458.5443 a.u.
**E_HOMO**: -9.415 eV
**ΔE to the lowest compared entry with this formula, charge and spin**: 3.487 eV

Cartesian coordinates (Å):
O1 -2.72395 -0.20389 1.03506
O2 0.61222 3.33274 -0.51518
O3 -0.97076 0.79461 1.82745
O4 -2.83387 -1.93342 -1.23807
O5 3.33003 -2.61764 0.80865
O6 2.37669 0.65951 -0.69074
H1 1.29745 2.68788 -0.31686
H2 -3.15441 0.37464 0.32522
H3 1.93559 0.48174 0.11643
H4 -1.87757 -0.45018 0.60924
H5 -1.91495 -1.82263 -1.56596
H6 3.53415 -2.80834 -0.05692
H7 2.57122 -2.08303 0.59706
H8 0.35989 3.28611 -1.38550
H9 -3.38702 -2.07022 -1.97741
H10 2.03727 0.01362 -1.38713
H11 -1.04470 1.56600 2.45687
H12 -0.14728 0.79249 1.35779

Atoms 1-2, force components in eV/Å:
-2.207 0.060 -2.746
0.652 0.484 3.702

=====

> The highest maximum force belongs to which entry?

C2H7OS2